{
  "formula": "C4H11NO",
  "method": "ωB97M-V with the def2-TZVPD basis set",
  "de_lowest_ev": 2.070,
  "homo_ev": -8.40,
  "smiles": "C=C(C)NC.O",
  "lumo_ev": 0.84,
  "orbital_gap_ev": 9.24,
  "elements": ["C", "C", "C", "N", "C", "H", "H", "H", "H", "H", "H", "H", "H", "H", "O", "H", "H"],
  "xyz": [[0.71, -0.98, 1.79], [-0.08, -0.52, 0.84], [-0.23, 1.00, 0.72], [-0.32, -1.16, -0.41], [-1.69, -1.01, -0.90], [0.86, -0.39, 2.70], [1.26, -1.92, 1.82], [0.13, 1.34, -0.26], [0.43, 1.57, 1.40], [-1.27, 1.25, 0.93], [-0.08, -2.13, -0.50], [-1.81, -1.27, -1.97], [-2.10, 0.02, -0.81], [-2.48, -1.55, -0.30], [1.51, 2.17, -1.50], [2.00, 1.39, -1.20], [0.67, 1.82, -1.78]],
  "lowdin_charge": [0.02, -0.41, -0.06, -0.07, -0.14, 0.06, 0.05, 0.04, 0.09, 0.07, 0.11, 0.08, 0.07, 0.09, -0.06, 0.05, 0.02]
}


{
  "formula": "C4H11NO",
  "method": "ωB97M-V with the def2-TZVPD basis set",
  "de_lowest_ev": 3.968,
  "homo_ev": -8.54,
  "smiles": "C=CC.NCO",
  "lumo_ev": 0.91,
  "orbital_gap_ev": 9.45,
  "elements": ["C", "C", "C", "H", "H", "H", "H", "H", "H", "N", "C", "O", "H", "H", "H", "H", "H"],
  "xyz": [[-2.70, 0.29, 0.88], [-1.37, 0.36, 0.81], [-0.65, 1.69, 1.24], [-3.53, 0.02, 0.21], [-3.21, 1.11, 1.53], [-0.70, -0.49, 0.72], [0.20, 1.67, 0.53], [-1.30, 2.48, 0.88], [-0.70, 1.76, 2.30], [2.40, -1.79, -0.68], [1.67, -0.66, -1.28], [0.30, -0.97, -1.39], [2.12, -1.69, 0.29], [3.40, -1.66, -0.86], [1.95, 0.39, -1.00], [1.92, -0.67, -2.38], [0.20, -1.83, -1.80]],
  "lowdin_charge": [-0.05, -0.24, -0.09, 0.05, 0.07, 0.07, 0.07, 0.05, 0.06, 0.01, -0.37, -0.09, 0.07, 0.07, 0.12, 0.11, 0.09]
}


{
  "formula": "C4H11NO",
  "method": "ωB97M-V with the def2-TZVPD basis set",
  "de_lowest_ev": 3.010,
  "homo_ev": -9.36,
  "smiles": "COC[C@@H](C)N",
  "lumo_ev": 1.09,
  "orbital_gap_ev": 10.46,
  "elements": ["C", "O", "C", "C", "C", "N", "H", "H", "H", "H", "H", "H", "H", "H", "H", "H", "H"],
  "xyz": [[1.36, 2.29, 0.32], [1.21, 0.80, 0.30], [-0.19, 0.61, 0.19], [-0.35, -0.78, -0.56], [0.15, -1.89, 0.30], [-1.76, -0.87, -0.91], [0.71, 2.88, 1.16], [2.48, 2.28, 0.59], [1.10, 2.68, -0.80], [-0.58, 0.51, 1.33], [-0.73, 1.48, -0.38], [0.14, -0.50, -1.54], [-0.21, -2.89, -0.04], [-0.39, -1.66, 1.30], [1.26, -2.03, 0.53], [-1.89, -1.64, -1.72], [-2.31, -1.29, -0.06]],
  "lowdin_charge": [-0.12, -0.25, -0.27, -0.51, -0.09, -0.03, 0.12, 0.09, 0.12, 0.15, 0.13, 0.15, 0.07, 0.10, 0.10, 0.12, 0.10]
}


{
  "formula": "C4H11NO",
  "method": "ωB97M-V with the def2-TZVPD basis set",
  "de_lowest_ev": 2.026,
  "homo_ev": -8.13,
  "smiles": "CC(C)=CN.O",
  "lumo_ev": 0.78,
  "orbital_gap_ev": 8.91,
  "elements": ["C", "C", "C", "C", "N", "H", "H", "H", "H", "H", "H", "H", "H", "H", "O", "H", "H"],
  "xyz": [[0.06, 1.47, -0.18], [-0.62, 0.16, 0.20], [-1.68, 0.42, 1.30], [-0.29, -0.98, -0.40], [0.18, -1.06, -1.71], [-0.63, 2.03, -0.85], [0.05, 1.98, 0.76], [0.96, 1.42, -0.80], [-2.50, -0.28, 1.45], [-1.13, 0.55, 2.27], [-2.14, 1.40, 1.20], [-0.61, -1.96, 0.01], [0.56, -0.20, -2.16], [0.88, -1.78, -1.75], [2.73, -0.84, 0.32], [2.16, -1.03, -0.52], [2.04, -1.29, 0.85]],
  "lowdin_charge": [-0.08, -0.33, -0.06, -0.26, 0.03, 0.09, 0.06, 0.07, 0.06, 0.09, 0.06, 0.13, 0.11, 0.06, -0.10, 0.04, 0.03]
}


{
  "formula": "C4H11NO",
  "method": "ωB97M-V with the def2-TZVPD basis set",
  "de_lowest_ev": 1.204,
  "homo_ev": -9.74,
  "smiles": "C[C@H](O)CCN",
  "lumo_ev": 1.01,
  "orbital_gap_ev": 10.75,
  "elements": ["C", "C", "O", "C", "C", "N", "H", "H", "H", "H", "H", "H", "H", "H", "H", "H", "H"],
  "xyz": [[-1.78, 0.66, -1.30], [-0.34, 0.70, -0.77], [0.46, 0.41, -1.94], [-0.16, -0.43, 0.27], [0.99, -0.17, 1.24], [0.93, -1.10, 2.37], [-2.06, -0.38, -1.51], [-1.90, 1.12, -2.28], [-2.57, 1.04, -0.65], [-0.05, 1.71, -0.48], [0.89, -0.44, -1.98], [-1.07, -0.72, 0.78], [0.12, -1.30, -0.34], [1.94, -0.34, 0.72], [1.06, 0.90, 1.51], [0.03, -0.94, 2.81], [1.52, -0.75, 3.11]],
  "lowdin_charge": [-0.07, -0.40, -0.07, -0.16, -0.30, -0.02, 0.08, 0.08, 0.08, 0.14, 0.07, 0.11, 0.12, 0.11, 0.11, 0.06, 0.06]
}


{
  "formula": "C4H11NO",
  "method": "ωB97M-V with the def2-TZVPD basis set",
  "de_lowest_ev": 0.173,
  "homo_ev": -9.91,
  "smiles": "CC(N)=O.CC",
  "lumo_ev": 0.83,
  "orbital_gap_ev": 10.73,
  "elements": ["C", "C", "N", "O", "H", "H", "H", "H", "H", "C", "C", "H", "H", "H", "H", "H", "H"],
  "xyz": [[1.60, -0.15, 1.69], [0.88, 0.81, 0.79], [-0.47, 0.90, 0.97], [1.43, 1.39, -0.12], [0.96, -0.62, 2.44], [2.46, 0.31, 2.16], [1.96, -0.97, 1.07], [-1.04, 1.48, 0.38], [-0.99, 0.54, 1.74], [-1.18, -0.70, -2.06], [-1.72, -1.77, -1.11], [-0.61, -1.17, -2.86], [-2.02, -0.12, -2.43], [-0.49, 0.01, -1.61], [-2.46, -1.46, -0.37], [-0.86, -2.17, -0.57], [-2.22, -2.60, -1.59]],
  "lowdin_charge": [-0.01, -0.61, 0.15, 0.04, 0.07, 0.08, 0.08, 0.10, 0.09, -0.16, -0.18, 0.07, 0.06, 0.03, 0.05, 0.06, 0.05]
}


{
  "formula": "C4H11NO",
  "method": "ωB97M-V with the def2-TZVPD basis set",
  "de_lowest_ev": 2.370,
  "homo_ev": -8.76,
  "smiles": "CC(C)NCO",
  "lumo_ev": 0.98,
  "orbital_gap_ev": 9.73,
  "elements": ["C", "C", "C", "N", "C", "O", "H", "H", "H", "H", "H", "H", "H", "H", "H", "H", "H"],
  "xyz": [[1.22, 0.02, -0.96], [0.48, -0.69, 0.18], [-0.45, -1.81, -0.36], [-0.33, 0.17, 0.87], [-0.87, 1.54, 0.46], [0.07, 2.54, 0.78], [2.22, 0.19, -0.63], [0.91, -0.51, -1.88], [0.86, 1.03, -1.13], [1.29, -1.29, 0.78], [-0.71, -2.48, 0.48], [-1.38, -1.34, -0.62], [0.17, -2.44, -1.06], [-1.21, -0.25, 1.20], [-1.09, 1.59, -0.67], [-1.73, 1.51, 1.06], [0.55, 2.21, 1.50]],
  "lowdin_charge": [-0.05, -0.51, -0.08, -0.06, -0.25, -0.03, 0.07, 0.09, 0.04, 0.15, 0.07, 0.07, 0.09, 0.11, 0.14, 0.09, 0.06]
}


{
  "formula": "C4H11NO",
  "method": "ωB97M-V with the def2-TZVPD basis set",
  "de_lowest_ev": 1.811,
  "homo_ev": -8.82,
  "smiles": "CC=O.CNC",
  "lumo_ev": 0.93,
  "orbital_gap_ev": 9.75,
  "elements": ["C", "C", "O", "H", "H", "H", "H", "C", "N", "C", "H", "H", "H", "H", "H", "H", "H"],
  "xyz": [[3.79, -0.18, 2.59], [4.90, -1.12, 2.24], [5.80, -0.86, 1.47], [3.86, 0.78, 2.08], [3.96, 0.14, 3.63], [2.83, -0.67, 2.44], [4.96, -2.06, 2.79], [-3.77, 0.64, -0.85], [-2.42, 0.69, -1.38], [-2.39, 0.23, -2.77], [-4.27, 1.57, -1.10], [-4.41, -0.14, -1.30], [-3.79, 0.48, 0.23], [-1.79, 0.13, -0.82], [-2.76, -0.80, -2.82], [-1.38, 0.40, -3.11], [-3.15, 0.77, -3.33]],
  "lowdin_charge": [-0.06, -0.32, 0.03, 0.08, 0.08, 0.08, 0.11, -0.17, -0.19, -0.15, 0.07, 0.07, 0.07, 0.09, 0.07, 0.07, 0.07]
}


> What is the formula in the fourth record?

C4H11NO